1.
# C21H17N5O8Sn

A molecular structure, C21H17N5O8Sn in a non-equilibrium geometry (ωB97M-V/def2-TZVPD, OMol25).

Last column: Mulliken charge in e.
Element x y z (Å)
Sn: 0.00 0.00 0.00  0.993
C: -0.09 -2.83 3.24  -1.508
C: 0.28 -1.93 2.09  0.641
N: -0.27 -0.81 1.79  0.134
N: -1.39 -0.44 2.51  -1.096
C: -2.12 0.20 1.65  0.289
O: -1.87 0.42 0.45  -0.387
C: -3.46 0.76 2.08  0.212
C: -3.84 0.60 3.42  -0.410
C: -5.07 1.09 3.89  -0.658
C: -5.93 1.76 3.02  -0.273
C: -5.56 1.93 1.68  -0.782
C: -4.34 1.44 1.22  -0.085
C: 1.34 -2.32 1.16  0.419
C: 2.22 -3.38 1.36  -0.915
C: 3.17 -3.63 0.37  -0.288
C: 3.19 -2.84 -0.78  -0.954
C: 2.26 -1.81 -0.88  -0.306
N: 1.35 -1.54 0.06  -0.249
H: -0.98 -2.48 3.77  0.363
H: 0.74 -2.86 3.96  0.253
H: -0.29 -3.84 2.88  0.316
H: -3.18 0.08 4.11  0.405
H: -5.34 0.95 4.93  0.347
H: -6.88 2.14 3.38  0.343
H: -6.22 2.45 1.00  0.388
H: -4.06 1.58 0.18  0.426
H: 2.19 -3.98 2.26  0.331
H: 3.88 -4.44 0.49  0.373
H: 3.91 -3.01 -1.57  0.383
H: 2.23 -1.16 -1.75  0.715
O: -2.09 2.80 -2.30  -0.825
C: -1.65 1.64 -2.00  0.285
O: -0.68 1.39 -1.23  -0.265
C: -2.37 0.46 -2.63  0.338
C: -1.95 -0.85 -2.36  -0.049
C: -2.59 -1.95 -2.93  -1.003
C: -3.68 -1.75 -3.78  -0.299
C: -4.11 -0.45 -4.06  -0.008
C: -3.46 0.66 -3.49  -0.482
N: -5.25 -0.24 -4.96  0.990
O: -5.63 0.92 -5.18  -0.608
O: -5.79 -1.25 -5.45  -0.644
H: -1.10 -1.01 -1.69  0.691
H: -2.24 -2.95 -2.70  0.474
H: -4.17 -2.62 -4.22  0.424
H: -3.79 1.68 -3.69  0.528
O: 1.38 2.34 -1.28  -0.532
N: 1.74 1.29 -1.85  1.020
O: 2.56 1.34 -2.79  -0.775
O: 1.29 0.20 -1.48  -0.407
H: 0.86 1.23 0.91  -0.275

As for the charge: -2. For the total energy, the calculation gives -51705.250 eV. The HOMO-LUMO gap (spin up / spin down) comes out at 2.599 / 2.595 eV.

=====

2.
# C15H20N4O4S2

A molecular structure, C15H20N4O4S2 in a non-equilibrium geometry (ωB97M-V/def2-TZVPD, OMol25).

Last column: Mulliken charge in e.
Element x y z (Å)
C: -0.58 -2.50 2.51  -1.106
C: 0.35 -2.06 1.27  0.096
C: -0.09 -1.71 -0.02  0.815
N: -1.49 -1.90 -0.51  -0.165
C: -2.58 -1.40 -0.08  0.811
O: -2.63 -0.66 1.14  -0.733
O: -3.80 -1.56 -0.51  -0.430
C: -4.94 -0.82 -0.34  -0.848
H: -5.06 -0.94 0.77  0.403
C: -4.93 0.61 -0.56  -0.207
N: -6.24 1.46 -0.04  -0.130
C: -6.13 2.78 0.05  -1.030
H: -6.93 2.90 0.47  0.603
H: -5.20 2.95 0.89  0.220
H: -5.82 3.22 -0.91  0.337
C: -7.39 0.95 -0.78  -0.771
H: -7.44 -0.25 -0.93  0.142
H: -8.25 1.37 -0.38  0.349
H: -7.10 1.50 -1.99  0.243
H: -4.15 1.17 0.07  0.332
H: -4.89 0.78 -1.73  0.137
H: -5.83 -1.30 -0.56  0.469
H: -1.69 -2.14 -1.35  0.172
S: 1.02 -1.26 -0.86  -0.610
C: 2.12 -1.31 0.12  0.803
N: 1.62 -1.83 1.43  -0.705
N: 3.47 -1.43 0.23  -0.339
H: 4.03 -1.22 1.05  0.403
S: 3.91 -0.04 -0.67  1.010
O: 5.43 0.05 -0.48  -0.713
O: 3.52 -0.18 -2.15  -0.652
C: 3.11 1.39 -0.24  0.234
C: 2.06 1.96 -0.75  -0.166
C: 1.30 2.83 -0.21  -1.013
C: 1.71 3.42 1.03  -0.085
C: 2.91 3.18 1.70  -0.830
C: 3.60 1.94 0.92  -0.249
H: 4.45 1.54 1.82  0.124
H: 3.17 3.44 2.62  0.511
H: 1.07 4.42 1.57  0.140
H: 0.54 3.28 -0.52  0.743
H: 1.60 1.56 -1.48  0.803
H: -1.44 -1.77 2.73  0.206
H: -0.03 -2.86 3.29  0.430
H: -1.30 -3.33 2.08  0.244

As for the charge: 0. For the total energy, the calculation gives -51682.633 eV. The HOMO-LUMO gap comes out at 8.422 eV.

=====

3.
# C14H22N2O5S2Y

A molecular structure, C14H22N2O5S2Y (ωB97M-V/def2-TZVPD, OMol25).

Last column: Mulliken charge in e.
Element x y z (Å)
Y: -0.26 0.03 -0.33  1.599
C: -0.48 -5.29 -7.10  -1.432
C: -0.61 -4.39 -5.91  0.971
C: 0.11 -3.20 -5.84  -0.936
C: 0.00 -2.36 -4.74  -0.219
C: -0.85 -2.73 -3.70  -0.273
C: -1.58 -3.92 -3.75  -0.551
C: -1.45 -4.73 -4.85  -0.791
S: -0.96 -1.73 -2.29  1.847
O: -0.52 -0.36 -2.67  -0.657
O: -2.30 -1.69 -1.73  -0.727
N: -0.02 -2.20 -1.10  -0.512
C: 1.40 -2.45 -1.42  -0.460
C: 2.29 -1.21 -1.32  0.722
O: 3.34 -1.13 -1.89  -0.579
O: 1.77 -0.26 -0.53  -0.770
H: 0.15 -4.85 -7.87  0.350
H: -1.46 -5.50 -7.54  0.361
H: -0.04 -6.25 -6.81  0.333
H: 0.77 -2.92 -6.65  0.324
H: 0.56 -1.44 -4.68  0.473
H: -2.24 -4.18 -2.93  0.460
H: -2.02 -5.65 -4.91  0.406
H: 1.54 -2.92 -2.39  0.215
H: 1.77 -3.16 -0.68  0.393
C: -2.27 2.24 -2.72  -0.820
S: -1.93 2.31 -0.95  -0.014
C: -0.98 3.85 -0.83  -0.909
H: -1.35 2.23 -3.29  0.250
H: -2.89 3.09 -2.99  0.440
H: -2.81 1.31 -2.91  0.265
H: -1.62 4.67 -1.14  0.362
H: -0.09 3.81 -1.45  0.316
H: -0.71 3.99 0.21  0.353
C: -2.29 -2.65 4.01  -0.934
N: -1.96 -1.95 2.77  0.161
C: -2.40 -2.52 1.49  -0.952
C: -1.25 -0.85 2.78  0.240
O: -0.91 -0.22 1.75  -0.678
H: -1.84 -3.64 4.00  0.358
H: -3.37 -2.75 4.09  0.352
H: -1.91 -2.09 4.86  0.308
H: -2.98 -3.42 1.71  0.383
H: -1.55 -2.79 0.87  0.313
H: -3.03 -1.81 0.95  0.317
H: -0.96 -0.48 3.76  0.344

As for the charge: +1. For the total energy, the calculation gives -50804.385 eV. The HOMO-LUMO gap comes out at 9.167 eV.

=====

4.
# C13H35F3NO13S4

6 unconnected molecules or ions with the total composition C13H35F3NO13S4 in a non-equilibrium geometry (ωB97M-V/def2-TZVPD, OMol25).

Last column: Mulliken charge in e.
Element x y z (Å)
N: -0.74 -0.57 -0.83  0.278
H: -1.34 -0.58 -0.02  0.434
H: -0.98 0.28 -1.33  0.301
H: -1.00 -1.41 -1.33  0.460
H: 0.18 -0.48 -0.43  0.185
C: -3.78 3.30 -2.35  0.568
F: -5.11 3.58 -2.56  -0.239
F: -3.09 3.58 -3.47  -0.245
F: -3.38 4.09 -1.37  -0.202
S: -3.47 1.37 -2.05  1.018
O: -2.10 1.12 -2.49  -0.755
O: -3.67 1.10 -0.64  -0.644
O: -4.43 0.69 -2.88  -0.656
C: -1.56 -4.12 -0.05  -1.092
C: -1.15 -3.86 -1.56  1.004
C: -1.10 -5.09 -2.44  -1.589
O: -1.86 -2.77 -2.06  -0.451
H: -1.49 -3.28 0.64  0.120
H: -0.99 -4.94 0.39  0.363
H: -2.53 -4.61 0.00  0.423
H: -0.11 -3.56 -1.50  0.057
H: -0.65 -4.98 -3.43  0.369
H: -2.11 -5.45 -2.65  0.388
H: -0.69 -5.95 -1.91  0.374
O: -1.93 -0.31 1.64  -0.765
S: -2.25 0.31 2.94  1.028
O: -1.73 -0.31 4.12  -0.592
O: -1.66 1.89 2.96  -0.441
C: -1.31 2.52 1.78  0.996
C: -1.48 3.99 2.00  -1.631
C: -4.03 0.61 3.21  -1.114
H: -2.05 2.24 1.03  -0.012
H: -0.30 2.30 1.45  -0.052
H: -1.00 4.56 1.20  0.389
H: -0.98 4.25 2.93  0.398
H: -2.54 4.25 1.90  0.327
H: -4.14 1.27 4.07  0.386
H: -4.61 -0.28 3.43  0.386
H: -4.64 1.08 2.44  0.315
O: 0.82 0.25 -3.14  -0.641
S: 1.91 0.98 -2.51  1.239
O: 1.90 1.00 -1.06  -0.598
O: 3.34 0.36 -2.99  -0.340
C: 4.52 0.91 -2.34  -0.055
C: 5.73 -0.04 -2.49  -1.352
C: 2.14 2.69 -3.16  -1.008
H: 4.29 1.05 -1.28  0.305
H: 4.81 1.80 -2.89  0.289
H: 5.88 -0.38 -3.51  0.343
H: 5.53 -0.92 -1.88  0.325
H: 6.61 0.53 -2.16  0.378
H: 2.19 2.74 -4.24  0.361
H: 3.06 3.05 -2.69  0.374
H: 1.28 3.28 -2.81  0.343
O: 0.83 -0.79 1.14  -0.120
S: 1.79 -1.79 1.57  0.994
O: 2.65 -2.35 0.55  -0.705
O: 2.81 -1.12 2.77  -0.423
C: 2.97 0.31 2.67  -0.252
C: 1.72 1.07 3.39  -0.492
C: 1.02 -3.17 2.51  -0.836
H: 3.22 0.48 1.62  0.070
H: 3.86 0.70 3.17  0.392
H: 1.66 0.78 4.44  0.366
H: 0.79 0.86 2.88  -0.320
H: 1.91 2.14 3.49  0.407
H: 0.35 -2.68 3.22  0.282
H: 1.70 -3.76 3.11  0.444
H: 0.45 -3.83 1.84  0.146

As for the charge: 0. For the total energy, the calculation gives -93644.716 eV. As for the multiplicity: 2. The HOMO-LUMO gap (spin up / spin down) comes out at 8.931 / 6.593 eV.

=====

5.
# C2H6Cl2NOP

2 unconnected molecules or ions with the total composition C2H6Cl2NOP in a non-equilibrium geometry (ωB97M-V/def2-TZVPD, OMol25).

Last column: Mulliken charge in e.
Element x y z (Å)
H: -0.84 0.67 -1.06  0.170
N: 0.13 0.46 -0.89  -0.568
C: 0.44 -0.73 -1.08  0.204
C: -0.62 -1.63 -1.66  -1.190
H: 1.47 -0.86 -0.76  0.411
H: -0.61 -2.72 -1.39  0.288
H: -1.62 -1.39 -1.25  0.320
H: -0.73 -1.53 -2.65  0.371
O: 1.32 1.56 1.44  -0.405
P: 0.01 1.03 2.19  0.491
Cl: -1.00 2.92 2.62  -0.296
Cl: 0.94 0.69 3.94  -0.211
H: 1.11 1.53 0.55  0.414

As for the charge: 0. For the total energy, the calculation gives -40043.445 eV. The SMILES is [H]/N=C\C.OP(Cl)Cl. The HOMO-LUMO gap comes out at 10.455 eV.

=====

6.
# C3H6MnNO4S

A molecular structure, C3H6MnNO4S in a non-equilibrium geometry (ωB97M-V/def2-TZVPD, OMol25).

Last column: Mulliken charge in e.
Element x y z (Å)
O: -0.21 -1.20 -1.40  -0.849
C: 0.25 -2.22 -0.59  -0.267
C: 0.06 -1.93 0.90  -0.448
O: 0.78 -0.76 1.28  -0.288
C: 0.15 0.42 1.19  -0.638
Mn: -0.08 0.60 -1.18  0.892
H: 1.32 -2.43 -0.76  0.291
H: -0.29 -3.17 -0.79  0.298
H: 0.46 -2.76 1.50  0.297
H: -1.01 -1.79 1.13  0.310
H: 0.76 1.26 1.53  0.448
H: -0.93 0.42 1.38  0.397
N: 0.58 2.41 -1.73  -0.431
S: -0.33 3.42 -1.15  0.980
O: 0.04 4.80 -0.85  -0.484
O: -1.54 2.94 -0.44  -0.509

As for the charge: 0. For the total energy, the calculation gives -55039.925 eV. As for the multiplicity: 7. The HOMO-LUMO gap (spin up / spin down) comes out at 7.668 / 8.444 eV.

=====

> Which formula does entry 4 have?

C13H35F3NO13S4